A structure of composition C33H26CaClIN4O5, computed with ωB97M-V with the def2-TZVPD basis set.

Structure (XYZ):
```
71
Properties=species:S:1:pos:R:3
Ca 0.27006 -0.62198 -0.34596
C -0.88351 -2.51807 2.09627
C -1.32200 -1.73872 3.29831
C -1.76082 -2.40999 4.43065
C -2.07419 -1.72694 5.59712
C -1.89007 -0.35490 5.62627
C -1.45348 0.35549 4.51130
C -1.16224 1.82027 4.66481
C -1.22476 -0.32871 3.29358
N -0.77393 0.31329 2.13922
C -1.38224 1.45086 1.78400
O -2.48277 1.89392 2.15649
C -0.57994 2.30720 0.81909
C -0.87212 3.65091 0.64159
C -0.01728 4.40910 -0.14513
C 1.10117 3.82285 -0.71203
C 1.30441 2.46211 -0.50883
N 0.46404 1.74158 0.22323
C 2.53486 1.76109 -1.06458
O 3.43330 2.48645 -1.53238
N 2.49925 0.44472 -0.92895
C 3.60567 -0.29230 -1.38728
C 4.35763 -1.02364 -0.45523
C 3.99263 -0.97532 1.00177
C 5.41709 -1.80919 -0.89244
C 5.73785 -1.89200 -2.23920
C 4.98131 -1.17946 -3.15749
C 3.91810 -0.37889 -2.75323
C 3.08764 0.36317 -3.75786
H -0.99941 -3.59103 2.25988
H 0.17641 -2.33779 1.88535
H -1.44238 -2.27350 1.19120
H -1.84163 -3.49180 4.39344
H -2.41960 -2.25849 6.47637
H -2.06961 0.19360 6.54645
H -0.98848 2.06066 5.71621
H -1.97688 2.43383 4.27768
H -0.27063 2.09280 4.09409
H -1.74768 4.05740 1.12776
H -0.21555 5.46374 -0.30272
H 1.82287 4.36697 -1.30389
H 3.78478 0.04331 1.32879
H 4.79556 -1.39082 1.61520
H 3.09133 -1.56942 1.17448
H 5.99184 -2.36839 -0.16018
H 6.56160 -2.51420 -2.57170
H 5.21017 -1.24593 -4.21696
H 3.29790 0.00857 -4.76948
H 3.28070 1.43639 -3.70160
H 2.02493 0.22375 -3.55013
Cl -5.86424 0.46518 -4.41391
C -4.21557 0.38429 -3.81488
C -3.18083 0.60909 -4.67602
C -1.85437 0.55013 -4.23524
I -0.32960 0.91856 -5.60560
C -1.49219 0.25212 -2.91008
O -0.30750 0.18019 -2.47816
C -2.62792 0.03284 -2.00902
N -2.30976 -0.22245 -0.71542
C -3.27193 -0.41523 0.15368
C -4.63218 -0.38471 -0.19462
C -4.97904 -0.13251 -1.49070
C -3.96969 0.09373 -2.45021
H -3.38952 0.83601 -5.71303
H -2.97783 -0.58109 1.18346
H -5.38111 -0.54556 0.56923
H -6.01688 -0.09294 -1.79429
O -0.62800 -2.82351 -1.10812
C 0.47394 -3.34130 -0.83557
O 1.42951 -2.74980 -0.26502
H 0.63282 -4.40560 -1.10986
```

* net charge: -2
* highest occupied orbital energy: -2.5 eV
* HOMO-LUMO gap: 6.42 eV